Entry 1:
55
Properties=species:S:1:pos:R:3 method="wB97M-V/def2-TZVPD" homo_energy_ha="-0.519 / -0.523" spin_multiplicity=2 orbital_gap_ha="0.2026 / 0.2204" total_charge=+2 relative_energy_kcal_mol=18.2
Re 1.413 -0.412 -0.223
N -7.243 5.175 0.504
C -6.285 4.549 0.418
C -5.085 3.766 0.310
C -5.131 2.509 -0.291
C -3.979 1.751 -0.381
C -2.769 2.253 0.101
C -2.728 3.518 0.691
C -3.884 4.267 0.807
C -1.539 1.442 -0.003
C -1.513 0.192 0.601
C -2.509 -0.399 1.420
C -2.041 -1.625 1.834
C -0.760 -1.771 1.289
N -0.429 -0.699 0.547
C -0.446 1.984 -0.724
C -0.404 3.158 -1.459
C 0.898 3.305 -1.986
C 1.604 2.205 -1.593
N 0.804 1.348 -0.852
H -6.068 2.136 -0.682
H -4.013 0.779 -0.857
H -1.798 3.901 1.092
H -3.863 5.238 1.283
H -3.455 0.054 1.666
H -2.538 -2.337 2.472
H -0.070 -2.594 1.405
H -1.235 3.828 -1.610
H 1.266 4.116 -2.592
H 2.635 1.958 -1.803
Cl 4.963 -1.787 5.868
C 4.214 -1.818 4.339
C 3.638 -0.650 3.834
Cl 3.667 0.825 4.690
C 3.034 -0.725 2.593
Cl 2.323 0.671 1.815
C 2.984 -1.882 1.834
O 2.380 -1.839 0.634
C 3.563 -3.042 2.337
Cl 3.488 -4.467 1.397
C 4.176 -3.006 3.590
Cl 4.885 -4.423 4.214
N -0.676 -2.590 -1.930
C 0.534 -2.428 -2.467
C 0.959 -3.217 -3.562
C 2.197 -3.032 -4.098
C 3.063 -2.042 -3.575
C 2.605 -1.309 -2.537
N 1.370 -1.488 -1.960
H -1.291 -3.301 -2.288
H -0.984 -2.043 -1.143
H 0.284 -3.965 -3.954
H 2.518 -3.643 -4.931
H 4.045 -1.869 -3.987
H 3.222 -0.522 -2.096

=====

Entry 2:
49
Properties=species:S:1:pos:R:3 method="wB97M-V/def2-TZVPD" homo_energy_ha=-0.282 spin_multiplicity=1 orbital_gap_ha=0.3102 smiles=CN(CCCCc1ccccc1)[C@@H]1CCc2ccsc2CC1
S 6.172 3.004 -2.111
C 6.365 4.224 -0.805
C 5.179 4.467 -0.062
C 4.527 2.735 -1.602
C 4.109 3.578 -0.584
C -4.572 -1.476 4.186
C -5.100 -2.123 3.126
C -3.643 -0.453 4.019
C -4.656 -1.832 1.840
C -3.198 -0.240 2.689
C -3.687 -0.864 1.575
N 1.663 -0.093 0.471
C 2.266 -1.102 1.474
C 3.721 1.676 -2.323
C 2.871 3.402 0.254
C -3.253 -0.668 0.145
C 0.424 -0.463 -0.131
C -1.922 -1.249 -0.013
C -0.880 -0.404 0.610
C 3.307 0.517 -1.332
C 1.859 2.298 -0.177
C 2.506 0.989 -0.106
H 7.288 4.730 -0.624
H 5.021 5.131 0.768
H -4.912 -1.668 5.261
H -5.896 -2.886 3.260
H -3.238 0.123 4.836
H -5.078 -2.305 0.937
H -2.343 0.419 2.582
H 3.345 -1.218 1.254
H 2.161 -0.699 2.509
H 1.809 -2.120 1.526
H 4.201 1.267 -3.211
H 2.867 2.109 -2.683
H 3.243 3.176 1.303
H 2.180 4.300 0.222
H -3.173 0.448 -0.045
H -3.867 -1.250 -0.562
H 0.611 -1.473 -0.457
H 0.448 0.065 -1.079
H -1.841 -2.283 0.365
H -1.700 -1.278 -1.080
H -0.756 -0.666 1.646
H -1.198 0.613 0.688
H 4.234 0.067 -0.918
H 2.807 -0.265 -1.888
H 1.096 2.238 0.593
H 1.276 2.417 -1.056
H 3.286 1.014 0.639

=====

Entry 3:
16
Properties=species:S:1:pos:R:3 method="wB97M-V/def2-TZVPD" homo_energy_ha=-0.367 spin_multiplicity=1 orbital_gap_ha=0.3769 relative_energy_kcal_mol=121.4 smiles=N#CC#[N+][O-].Cn1cncn1
C 3.126 0.228 0.636
C -1.317 1.829 0.755
C -1.287 -0.306 0.933
C 0.457 -0.688 -0.922
C 2.381 1.106 -0.047
N 3.806 -0.525 1.153
N -1.836 0.782 1.428
N -0.456 1.421 -0.190
N 2.082 2.096 -0.538
N -0.412 0.098 -0.030
O 1.649 3.028 -1.049
H -1.397 2.944 0.936
H -1.378 -1.379 1.097
H 1.359 -0.099 -1.132
H -0.117 -0.861 -1.784
H 0.641 -1.708 -0.604

=====

Entry 4:
135
Properties=species:S:1:pos:R:3 method="wB97M-V/def2-TZVPD" homo_energy_ha=-0.060 spin_multiplicity=1 orbital_gap_ha=0.1917 total_charge=-2
O -0.339 0.805 1.111
C -0.530 0.016 -0.001
O 0.383 -0.755 -0.385
O -1.579 0.273 -0.654
H -1.065 1.430 0.927
O -4.436 0.566 -1.478
C -4.450 0.851 -2.820
O -5.579 1.131 -3.316
O -3.373 0.895 -3.486
H -3.506 0.660 -1.189
C 2.367 1.366 4.473
O 3.112 1.196 3.291
C 2.445 1.757 2.167
C 3.327 1.702 0.951
O 4.419 2.601 1.053
C 4.170 3.884 0.575
C 4.871 4.199 -0.742
O 4.548 3.181 -1.659
C 5.206 3.295 -2.888
H 1.343 0.995 4.351
H 2.354 2.414 4.782
H 2.823 0.699 5.206
H 2.301 2.822 2.410
H 1.439 1.339 2.065
H 2.713 1.899 0.072
H 3.727 0.685 0.980
H 4.497 4.633 1.312
H 3.105 4.149 0.575
H 5.953 4.124 -0.566
H 4.629 5.222 -1.049
H 4.872 4.146 -3.491
H 5.050 2.401 -3.491
H 6.295 3.364 -2.768
C 1.200 -4.401 -4.235
O 1.516 -3.082 -3.924
C 2.867 -2.835 -3.661
C 3.160 -1.355 -3.673
O 2.359 -0.602 -2.804
C 2.740 0.761 -2.837
C 1.612 1.622 -2.312
O 0.491 1.592 -3.123
C -0.476 2.568 -2.865
H 0.118 -4.512 -4.301
H 1.620 -5.013 -3.423
H 1.592 -4.659 -5.233
H 3.530 -3.302 -4.404
H 3.102 -3.266 -2.676
H 2.964 -0.990 -4.691
H 4.228 -1.204 -3.459
H 2.827 1.064 -3.890
H 3.657 0.915 -2.262
H 2.010 2.642 -2.166
H 1.413 1.321 -1.270
H -0.889 2.613 -1.856
H -1.291 2.351 -3.559
H -0.215 3.590 -3.181
C -1.505 -3.153 -6.547
O -1.726 -2.105 -5.638
C -3.111 -1.772 -5.470
C -3.796 -2.600 -4.384
O -3.016 -2.604 -3.230
C -3.361 -3.568 -2.266
C -2.287 -3.541 -1.189
O -0.999 -3.720 -1.744
C -0.040 -3.960 -0.762
H -1.790 -2.895 -7.576
H -2.036 -4.063 -6.251
H -0.424 -3.292 -6.541
H -3.576 -1.994 -6.438
H -3.168 -0.701 -5.279
H -3.990 -3.595 -4.821
H -4.798 -2.222 -4.146
H -3.527 -4.549 -2.721
H -4.277 -3.300 -1.723
H -2.498 -4.414 -0.547
H -2.323 -2.698 -0.494
H 0.933 -3.673 -1.160
H 0.009 -5.006 -0.423
H -0.168 -3.372 0.153
C -4.586 3.206 1.481
C -3.404 2.703 0.647
O -2.153 3.197 1.193
C -1.726 4.420 0.908
O -2.306 5.142 0.155
C -0.377 4.697 1.585
F 0.528 5.116 0.680
F -0.489 5.665 2.499
F 0.075 3.587 2.167
H -4.553 3.048 2.558
H -5.448 2.648 1.106
H -4.757 4.251 1.221
H -3.577 3.017 -0.380
H -3.326 1.621 0.651
C -1.433 -2.806 3.902
C -1.530 -2.330 2.466
O -2.760 -1.652 2.202
C -3.844 -2.343 1.854
O -3.858 -3.529 1.720
C -5.018 -1.444 1.429
F -4.813 -0.167 1.677
F -5.240 -1.629 0.140
F -6.098 -1.889 2.097
H -0.491 -3.320 4.120
H -2.201 -3.492 4.260
H -1.394 -1.987 4.627
H -1.420 -3.170 1.781
H -0.798 -1.566 2.212
C 2.297 -1.597 2.410
C 2.781 -2.108 1.058
O 4.140 -2.564 1.123
C 4.440 -3.650 1.803
O 3.668 -4.377 2.349
C 5.960 -3.903 1.779
F 6.235 -5.147 1.380
F 6.590 -3.062 0.971
F 6.448 -3.742 3.011
H 2.056 -2.403 3.105
H 1.384 -1.016 2.274
H 3.027 -0.924 2.865
H 2.779 -1.326 0.301
H 2.142 -2.889 0.647
C -1.690 0.988 4.017
C -1.420 1.291 5.495
O -2.102 2.468 5.882
C -1.686 3.667 5.558
O -0.699 3.867 4.905
C -2.678 4.774 5.927
F -3.397 5.094 4.850
F -3.537 4.387 6.891
F -1.994 5.828 6.387
H -1.347 -0.027 3.816
H -1.232 1.645 3.279
H -2.769 1.044 3.859
H -0.366 1.330 5.776
H -1.782 0.396 6.003

=====

Entry 5:
31
Properties=species:S:1:pos:R:3 method="wB97M-V/def2-TZVPD" homo_energy_ha=-0.492 spin_multiplicity=1 orbital_gap_ha=0.3769 total_charge=+1 relative_energy_kcal_mol=25.4
C 2.917 0.914 0.537
C 3.461 1.623 -0.435
C -1.813 2.304 -0.426
C -2.863 0.049 -0.218
C 0.801 -2.507 0.825
C 0.700 -1.616 -1.520
C -1.619 0.828 -0.775
C 0.069 -1.515 -0.163
N -0.552 0.807 1.804
N 2.041 0.284 1.179
P -0.146 0.236 0.258
H 3.840 2.580 -0.310
H 0.054 0.628 2.671
H 3.083 1.424 -1.425
H -2.917 2.568 -0.335
H -1.278 2.477 0.555
H -1.270 2.983 -1.096
H -3.200 0.523 0.811
H -2.576 -1.008 0.157
H -3.639 -0.101 -1.008
H 1.737 -2.142 1.105
H 0.277 -2.769 1.811
H 1.061 -3.436 0.287
H 1.740 -1.936 -1.421
H 0.713 -0.532 -1.897
H 0.239 -2.266 -2.298
H -1.486 0.497 -1.816
H -0.965 -1.987 -0.232
H -1.496 0.587 2.043
H 2.332 -0.521 1.729
H 0.757 1.025 -0.397

=====

Entry 6:
11
Properties=species:S:1:pos:R:3 method="wB97M-V/def2-TZVPD" homo_energy_ha="-0.233 / -0.358" spin_multiplicity=2 orbital_gap_ha="0.1526 / 0.2783"
Cu 1.368 2.947 2.682
Cu 2.714 -0.297 4.052
Br 0.382 0.188 2.708
Cl 0.884 0.787 -2.224
C -0.525 0.493 -1.060
C -0.696 -1.078 -1.007
Cl -1.473 -1.874 -2.517
H -1.352 1.014 -1.542
H -0.286 0.761 -0.031
H -1.294 -1.384 -0.149
H 0.279 -1.556 -0.912

=====

Number 1: E -3766.18556 Ha. Number 2: E -1231.13449 Ha. Number 3: E -542.38481 Ha. Number 4: E -4339.01755 Ha. Number 5: E -767.33729 Ha. Number 6: E -6853.85634 Ha.